Here is an isolated molecule of C4H6F5OP in a non-equilibrium geometry from OMol25. Energies are from ωB97M-V/def2-TZVPD.

Last columns: bonded neighbours and bond lengths (Å).
Element x y z (Å)
1 P 2.414 0.035 -0.982  C9 1.898, H12 1.400, H14 1.425
2 F 1.921 -2.536 0.010  C10 1.347
3 F 1.246 -0.429 1.501  C9 1.346
4 F 0.350 -2.016 -1.427  C10 1.353
5 F -0.224 -2.604 0.607  C10 1.370
6 F -2.152 -0.601 0.189  C8 1.386
7 O -0.093 0.358 -0.161  C8 1.383, C9 1.416
8 C -1.306 0.454 0.494  F6 1.386, O7 1.383, C11 1.543, H15 1.129
9 C 1.001 -0.476 0.178  P1 1.898, F3 1.346, O7 1.416, C10 1.521
10 C 0.721 -1.939 -0.128  F2 1.347, F4 1.353, F5 1.370, C9 1.521
11 C -1.923 1.713 -0.152  C8 1.543, H13 1.036, H16 0.994, H17 1.141
12 H 3.343 0.299 0.031  P1 1.400
13 H -2.898 1.785 0.190  C11 1.036
14 H 1.986 1.389 -0.862  P1 1.425
15 H -1.268 0.625 1.609  C8 1.129
16 H -1.365 2.475 0.158  C11 0.994
17 H -1.754 1.467 -1.254  C11 1.141

Gap between HOMO and LUMO in eV: 11.5661
Energy above the lowest of the compared OMol25 structures with the same formula, charge and spin in kJ/mol: 0.0
Total charge: 0
SMILES: C[C@@H](F)O[C@](F)(P)C(F)(F)F